Below is 2 unconnected molecules or ions with the total composition H4O2 in a non-equilibrium geometry, with properties calculated with the ωB97M-V functional and the def2-TZVPD basis.

Output
SMILES   O.O
Electronic energy   -4159.7825 eV
Kohn-Sham gap   12.177 eV
Energy relative to the best compared isomer or geometry (same formula, charge and spin)   0.156 eV
Multiplicity   1

Each line ends with the Löwdin charge.
CARTESIAN COORDINATES (ANGSTROEM)
O: 1.107 0.230 -0.507  -0.076
H: 1.039 -0.556 0.079  0.063
H: 1.839 0.824 -0.290  0.056
O: -1.201 -0.509 0.410  -0.067
H: -0.730 0.099 -0.162  -0.006
H: -2.054 -0.088 0.469  0.029

***

Below is a molecular structure, C4H10O2 in a non-equilibrium geometry, with properties calculated with the ωB97M-V functional and the def2-TZVPD basis.

Output
Electronic energy   -8399.7999 eV
Kohn-Sham gap   10.532 eV
Energy relative to the best compared isomer or geometry (same formula, charge and spin)   5.747 eV
Multiplicity   1

Each line ends with the Löwdin charge.
CARTESIAN COORDINATES (ANGSTROEM)
C: 0.383 0.322 2.663  -0.071
C: 0.581 1.152 1.314  -0.347
C: -0.214 -0.303 -0.308  -0.230
C: -0.147 -0.441 -1.779  -0.257
H: 0.271 0.846 3.491  -0.027
H: -0.652 -0.342 2.467  0.115
H: 1.419 -0.497 2.813  0.160
H: 1.363 1.772 1.382  0.067
H: -0.450 1.783 1.331  0.159
H: -0.993 0.282 0.439  0.144
H: -0.315 -1.342 0.226  0.140
H: -0.628 0.774 -2.202  0.224
H: 0.661 -0.791 -2.165  0.054
H: -1.222 -2.048 -2.071  0.156
O: 0.909 0.418 0.207  -0.160
O: -1.292 -1.021 -2.338  -0.126

***

Below is C2H5ISi in the gas phase in a non-equilibrium geometry, with properties calculated with the ωB97M-V functional and the def2-TZVPD basis.

Output
SMILES   C=C[SiH2]I
Electronic energy   -18132.6996 eV
Kohn-Sham gap   10.147 eV
Energy relative to the best compared isomer or geometry (same formula, charge and spin)   0.208 eV
Multiplicity   1

Each line ends with the Löwdin charge.
CARTESIAN COORDINATES (ANGSTROEM)
C: 1.230 -0.996 -0.158  -0.044
C: 0.178 -0.317 -0.664  -0.410
Si: -0.746 0.953 0.256  0.166
I: -3.114 0.258 0.347  0.342
H: 1.303 -0.850 0.991  0.063
H: 1.936 -1.635 -0.515  0.015
H: -0.135 -0.491 -1.658  0.025
H: -0.620 2.385 -0.060  -0.074
H: -0.032 0.693 1.462  -0.082

***

Below is C21H30NO5P in the gas phase in a non-equilibrium geometry, with properties calculated with the ωB97M-V functional and the def2-TZVPD basis.

Output
SMILES   CCCCO[P@@](=O)(c1ccc(N(C)C)cc1)[C@H](O)c1cc(OC)ccc1OC
Electronic energy   -43281.0476 eV
Kohn-Sham gap   8.515 eV
Energy relative to the best compared isomer or geometry (same formula, charge and spin)   1.594 eV
Multiplicity   1

Each line ends with the Löwdin charge.
CARTESIAN COORDINATES (ANGSTROEM)
C: -3.566 -0.742 2.780  -0.100
C: -3.192 -2.138 2.295  -0.251
C: -2.242 -2.093 1.097  -0.176
C: -0.807 -1.770 1.507  -0.232
O: -0.044 -1.348 0.389  -0.215
P: 0.499 0.186 0.339  0.715
O: 0.110 0.960 1.526  -0.264
C: 2.276 0.024 0.075  -0.267
C: 3.148 0.865 0.750  -0.066
C: 4.507 0.783 0.544  -0.020
C: 5.047 -0.153 -0.354  -0.229
N: 6.400 -0.257 -0.548  -0.196
C: 7.294 0.693 0.067  -0.070
C: 6.917 -1.110 -1.590  -0.070
C: 4.148 -0.997 -1.029  -0.021
C: 2.791 -0.904 -0.819  -0.072
C: -0.154 0.845 -1.294  -0.340
O: 0.492 2.068 -1.507  -0.027
C: -1.647 0.875 -1.220  -0.133
C: -2.388 -0.106 -1.849  0.040
C: -3.775 -0.182 -1.703  -0.286
O: -4.388 -1.204 -2.371  -0.086
C: -5.781 -1.339 -2.244  -0.092
C: -4.415 0.750 -0.902  -0.023
C: -3.681 1.748 -0.276  -0.010
C: -2.306 1.831 -0.427  -0.223
O: -1.533 2.812 0.127  -0.125
C: -2.066 3.570 1.186  -0.068
H: -4.077 -0.196 1.989  0.058
H: -4.225 -0.802 3.644  0.069
H: -2.681 -0.179 3.062  0.067
H: -2.727 -2.701 3.107  0.107
H: -4.102 -2.667 2.004  0.102
H: -2.577 -1.324 0.400  0.091
H: -2.254 -3.048 0.569  0.116
H: -0.315 -2.654 1.925  0.128
H: -0.798 -0.973 2.258  0.096
H: 2.741 1.585 1.444  0.109
H: 5.151 1.457 1.085  0.093
H: 8.321 0.441 -0.189  0.080
H: 7.097 1.718 -0.269  0.094
H: 7.201 0.658 1.155  0.088
H: 8.001 -1.032 -1.618  0.080
H: 6.528 -0.830 -2.576  0.094
H: 6.661 -2.155 -1.397  0.088
H: 4.511 -1.732 -1.729  0.093
H: 2.115 -1.563 -1.343  0.110
H: 0.174 0.175 -2.093  0.136
H: 0.170 2.674 -0.823  0.084
H: -1.898 -0.850 -2.457  0.135
H: -6.076 -1.519 -1.205  0.094
H: -6.050 -2.204 -2.848  0.093
H: -6.308 -0.457 -2.623  0.095
H: -5.482 0.723 -0.751  0.105
H: -4.207 2.463 0.338  0.109
H: -2.470 2.924 1.969  0.100
H: -1.230 4.140 1.588  0.099
H: -2.841 4.261 0.836  0.094

***

Below is 6 unconnected molecules or ions with the total composition C19H49ClN2O10P in a non-equilibrium geometry, with properties calculated with the ωB97M-V functional and the def2-TZVPD basis.

Output
Net charge   +1
Electronic energy   -65759.5443 eV
Kohn-Sham gap   9.119 eV
Multiplicity   1

Each line ends with the Löwdin charge.
CARTESIAN COORDINATES (ANGSTROEM)
C: 1.565 -0.709 0.432  -0.082
C: 0.537 -0.363 1.544  -0.267
C: -0.692 -1.309 1.592  -0.598
Cl: -0.966 -1.837 3.284  0.690
C: -1.982 -0.767 0.954  -0.322
N: -3.099 -1.604 1.396  0.015
C: -4.341 -1.291 0.653  -0.270
C: -4.514 -2.111 -0.634  -0.032
C: -3.705 -1.599 -1.830  -0.515
O: -2.643 -2.047 -2.061  0.156
O: -4.259 -0.630 -2.640  0.081
C: -4.556 0.252 0.438  -0.055
N: -3.765 0.985 1.470  0.076
C: -2.293 0.717 1.366  -0.201
P: -1.672 1.948 0.120  0.511
O: -2.769 2.526 -0.662  -0.247
O: -0.878 3.145 0.878  -0.115
O: -0.573 1.214 -0.809  -0.106
H: 2.253 -1.454 0.855  0.085
H: 1.126 -1.055 -0.509  0.079
H: 2.195 0.197 0.287  0.059
H: 0.297 0.706 1.472  0.074
H: 1.060 -0.483 2.500  0.094
H: -0.403 -2.202 1.025  0.119
H: -1.864 -0.802 -0.135  0.130
H: -3.335 -1.373 2.360  0.083
H: -5.153 -1.602 1.327  0.152
H: -5.579 -2.027 -0.916  0.137
H: -4.330 -3.179 -0.497  0.138
H: -3.650 0.126 -2.590  0.117
H: -5.630 0.448 0.656  0.124
H: -4.376 0.587 -0.584  0.109
H: -3.979 1.988 1.433  0.180
H: -4.030 0.691 2.422  0.153
H: -1.775 0.915 2.317  0.132
H: -0.889 3.867 0.222  0.103
H: 0.212 1.788 -0.824  0.101
C: 5.921 2.426 -1.067  -0.092
C: 5.020 1.365 -0.475  -0.306
O: 3.756 1.926 -0.092  -0.113
H: 6.086 3.232 -0.347  0.079
H: 6.883 2.005 -1.350  0.059
H: 5.463 2.874 -1.951  0.077
H: 5.470 0.934 0.419  0.116
H: 4.846 0.562 -1.197  0.103
H: 3.355 2.299 -0.885  0.074
C: -2.302 0.726 6.354  -0.077
C: -2.658 1.852 5.398  -0.287
O: -3.747 1.468 4.533  -0.113
H: -2.032 -0.164 5.789  0.051
H: -1.470 1.007 7.000  0.085
H: -3.156 0.460 6.982  0.080
H: -1.808 2.094 4.761  0.108
H: -2.945 2.752 5.946  0.115
H: -4.504 1.264 5.094  0.091
C: -9.780 2.565 0.316  -0.085
C: -8.401 2.533 0.943  -0.309
O: -7.624 1.455 0.406  -0.112
H: -10.300 1.623 0.489  0.080
H: -10.378 3.378 0.728  0.080
H: -9.709 2.699 -0.766  0.077
H: -8.475 2.378 2.019  0.111
H: -7.873 3.474 0.764  0.110
H: -7.553 1.600 -0.545  0.087
C: 8.399 -0.744 -4.188  -0.089
C: 7.567 -0.335 -2.989  -0.315
O: 6.559 0.601 -3.373  -0.100
H: 8.870 0.130 -4.642  0.077
H: 9.177 -1.454 -3.902  0.073
H: 7.770 -1.205 -4.953  0.072
H: 8.194 0.144 -2.236  0.110
H: 7.086 -1.206 -2.536  0.093
H: 6.002 0.172 -4.031  0.087
C: 8.101 -4.815 -4.172  -0.087
C: 7.257 -4.402 -2.981  -0.314
O: 6.245 -3.475 -3.372  -0.101
H: 8.569 -3.942 -4.629  0.064
H: 8.881 -5.517 -3.874  0.078
H: 7.482 -5.287 -4.939  0.075
H: 7.874 -3.913 -2.227  0.110
H: 6.780 -5.274 -2.524  0.108
H: 5.692 -3.908 -4.031  0.083

***

Question: What is the formula in the third record?
Answer: C2H5ISi